1.
DFT (the ωB97M-V functional and the def2-TZVPD basis) results for a 5-piece molecular cluster, C3H15NO4 overall.

Results
HOMO   -8.76 eV
Maximum force   4.6 eV/A
SMILES string   C=CNC.O.O.O.O
Calculated total energy   -478.908750 Eh
E_LUMO   0.328 eV

The geometry in ORCA input format:
```
! wB97M-V def2-TZVPD RIJCOSX def2/J DEFGRID3
* xyz 0 1
C -2.82 0.93 1.31
C -1.89 0.10 0.90
N -1.95 -0.86 -0.13
C -0.93 -1.97 -0.28
H -3.96 0.65 1.29
H -2.70 1.77 1.92
H -0.86 0.23 1.10
H -2.82 -1.32 -0.33
H -0.67 -1.93 -1.31
H -0.12 -1.84 0.35
H -1.17 -2.90 0.13
O -1.44 2.34 -1.77
H -1.14 1.86 -0.97
H -2.31 2.50 -1.49
O 3.09 -2.27 -1.01
H 2.13 -1.90 -1.20
H 3.14 -1.93 -0.16
O 2.83 -0.80 1.80
H 3.21 0.14 1.61
H 2.29 -0.49 2.62
O 1.71 2.27 -0.52
H 0.74 1.97 -0.85
H 2.16 2.53 -1.36
*
```


2.
DFT (the ωB97M-V functional and the def2-TZVPD basis) results for one molecule with the formula C3H8N2OS.

Results
HOMO   -9.28 eV
Maximum force   8.2 eV/A
SMILES string   N/N=C(\CO)CS
Calculated total energy   -701.861694 Eh
E_LUMO   0.252 eV

The geometry in ORCA input format:
```
! wB97M-V def2-TZVPD RIJCOSX def2/J DEFGRID3
* xyz 0 1
N -2.10 -1.09 -0.28
N -0.80 -1.33 0.04
C -0.04 -0.28 0.20
C -0.73 1.15 -0.05
O 0.33 2.23 -0.20
C 1.17 -0.39 0.80
S 2.32 -0.64 -0.53
H -2.16 -0.17 -0.99
H -2.08 -2.03 -1.15
H -1.55 1.28 0.74
H -1.27 1.06 -1.07
H 0.99 1.66 -0.68
H 0.91 -1.32 1.63
H 1.41 0.58 1.26
H 3.60 -0.72 0.27
*
```


3.
DFT (the ωB97M-V functional and the def2-TZVPD basis) results for one molecule with the formula CHN3O2.

Results
HOMO (alpha / beta)   -10.72 / -10.73 eV
Maximum force   7.0 eV/A
SMILES string   N#C/[N+]([O-])=N/O
Calculated total energy   -353.237814 Eh
E_LUMO (alpha / beta)   -1.211 / -1.210 eV

The geometry in ORCA input format:
```
! wB97M-V def2-TZVPD RIJCOSX def2/J DEFGRID3
* xyz 0 1
N -2.63 0.71 -0.01
C -1.50 0.58 0.03
N -0.32 -0.03 0.00
O -0.59 -1.37 0.10
N 0.79 0.49 0.06
O 1.78 -0.49 0.03
H 2.47 0.11 -0.23
*
```